1.
{"formula": "C10H16NP", "method": "ωB97M-V/def2-TZVPD", "elements": ["C", "C", "C", "C", "C", "C", "C", "C", "C", "C", "N", "P", "H", "H", "H", "H", "H", "H", "H", "H", "H", "H", "H", "H", "H", "H", "H", "H"], "xyz": [[4.14, -0.03, 0.25], [3.42, -1.07, -0.33], [3.65, 1.20, 0.41], [2.18, -0.79, -0.79], [2.38, 1.53, -0.03], [1.68, 0.54, -0.70], [-0.72, -0.97, 0.77], [-2.85, 0.24, 0.19], [-1.73, -1.35, -1.45], [-1.52, -0.34, -0.36], [-0.69, 2.44, -0.06], [-0.64, 1.19, -1.18], [5.01, -0.28, 0.78], [3.77, -2.08, -0.49], [4.16, 2.06, 0.78], [1.54, -1.63, -1.01], [2.12, 2.57, -0.11], [-0.13, -1.86, 0.40], [0.06, -0.36, 1.27], [-1.59, -1.16, 1.52], [-2.75, 1.29, 0.63], [-3.25, -0.40, 1.00], [-3.74, 0.29, -0.58], [-2.19, -0.92, -2.25], [-0.70, -1.69, -1.77], [-2.32, -2.19, -1.15], [-0.47, 3.41, -0.37], [-0.36, 2.42, 0.87]], "charge": 0, "spin_multiplicity": 1, "de_lowest_kcal_mol": 35.5, "gap_ev": 9.02, "mol_weight_da": 181.2, "lumo_ha": 0.0308}

=====

2.
{"formula": "C10H16O", "method": "ωB97M-V/def2-TZVPD", "elements": ["C", "C", "C", "C", "C", "O", "C", "C", "H", "H", "H", "H", "H", "H", "H", "H", "C", "C", "C", "H", "H", "H", "H", "H", "H", "H", "H"], "xyz": [[-1.84, -1.18, -1.75], [-0.72, -0.12, -1.76], [0.45, -0.31, -2.61], [1.53, 0.50, -2.37], [1.45, 1.34, -1.27], [2.62, 2.09, -0.94], [0.30, 1.63, -0.52], [-0.87, 0.87, -0.84], [-2.28, -1.39, -2.77], [-2.73, -0.86, -1.13], [-1.48, -2.11, -1.35], [0.47, -1.09, -3.38], [2.44, 0.48, -2.90], [3.22, 1.42, -0.53], [0.22, 2.53, 0.14], [-1.99, 0.93, -0.50], [-0.29, -1.69, 4.44], [-0.32, -1.21, 2.97], [-1.66, -0.91, 2.52], [-0.89, -2.58, 4.45], [-0.89, -0.88, 4.97], [0.65, -1.75, 4.86], [0.23, -0.18, 2.71], [0.33, -2.00, 2.48], [-2.25, -0.43, 3.31], [-1.77, -0.62, 1.54], [-2.43, -1.72, 2.63]], "charge": 0, "spin_multiplicity": 1, "smiles": "Cc1ccc(O)cc1.CCC", "de_lowest_kcal_mol": 69.0, "gap_ev": 9.60, "mol_weight_da": 152.2, "lumo_ha": 0.0318}

=====

3.
{"formula": "C10H16O", "method": "ωB97M-V/def2-TZVPD", "elements": ["C", "C", "C", "C", "C", "C", "C", "C", "H", "H", "H", "H", "H", "H", "H", "H", "H", "H", "C", "C", "O", "H", "H", "H", "H", "H", "H"], "xyz": [[-2.26, 2.45, 0.33], [-1.49, 1.73, -0.78], [-1.41, 0.23, -0.57], [-0.81, -0.50, -1.61], [-0.73, -1.89, -1.64], [-1.29, -2.59, -0.56], [-1.96, -1.88, 0.40], [-2.01, -0.50, 0.43], [-1.79, 2.62, 1.30], [-3.24, 2.02, 0.56], [-2.39, 3.48, -0.02], [-1.90, 1.92, -1.78], [-0.48, 2.11, -0.86], [-0.62, 0.06, -2.52], [-0.33, -2.32, -2.55], [-1.60, -3.62, -0.66], [-2.38, -2.35, 1.29], [-2.56, -0.03, 1.24], [3.86, 0.53, 0.58], [2.78, -0.54, 0.76], [2.34, -0.67, 2.14], [4.62, 0.22, -0.14], [4.29, 0.99, 1.46], [3.40, 1.27, -0.09], [1.77, -0.34, 0.37], [3.06, -1.48, 0.28], [3.14, -0.93, 2.64]], "charge": 0, "spin_multiplicity": 1, "smiles": "CCc1ccccc1.CCO", "de_lowest_kcal_mol": 46.7, "gap_ev": 9.83, "mol_weight_da": 152.2, "lumo_ha": 0.0344}

=====

4.
{"formula": "C10H16O", "method": "ωB97M-V/def2-TZVPD", "elements": ["C", "C", "C", "C", "C", "O", "C", "C", "H", "H", "H", "H", "H", "H", "H", "H", "C", "C", "C", "H", "H", "H", "H", "H", "H", "H", "H"], "xyz": [[2.12, -0.64, 1.81], [0.64, -0.63, 1.71], [-0.07, -1.52, 0.96], [-1.47, -1.59, 0.84], [-2.13, -0.96, 1.89], [-3.53, -0.96, 1.92], [-1.46, -0.07, 2.73], [-0.09, 0.06, 2.74], [2.54, 0.37, 1.83], [2.68, -1.14, 1.01], [2.40, -1.11, 2.76], [0.58, -2.02, 0.25], [-1.89, -2.18, 0.04], [-3.78, -0.09, 1.62], [-2.11, 0.50, 3.39], [0.32, 0.88, 3.32], [-0.11, -0.15, -2.76], [0.20, 1.19, -2.04], [1.25, 1.93, -2.87], [-0.61, 0.12, -3.69], [-0.88, -0.73, -2.25], [0.85, -0.65, -2.83], [-0.71, 1.79, -2.01], [0.57, 1.09, -1.02], [1.95, 1.32, -3.44], [0.86, 2.60, -3.63], [1.88, 2.60, -2.28]], "charge": 0, "spin_multiplicity": 1, "smiles": "Cc1ccc(O)cc1.CCC", "de_lowest_kcal_mol": 38.2, "gap_ev": 9.68, "mol_weight_da": 152.2, "lumo_ha": 0.0303}